C6H13NO | ωB97M-V/def2-TZVPD

The geometry in XYZ format:
```
21
Properties=species:S:1:pos:R:3:forces:R:3
C -1.506 -0.013 1.352 0.44 -0.10 -0.40
C -1.026 0.625 0.071 -0.05 2.54 0.37
N -1.813 0.438 -1.093 0.06 0.04 -0.06
C -0.096 1.643 0.077 -2.76 -0.33 0.66
O 0.404 2.226 1.235 0.26 -0.26 -0.06
H -0.671 -0.216 2.023 -0.01 -0.12 0.00
H -2.212 0.638 1.879 -0.04 0.03 -0.11
H -2.013 -0.949 1.127 0.01 -0.12 0.14
H -2.038 1.294 -1.585 0.04 -0.22 0.10
H -2.636 -0.136 -0.977 0.16 0.01 0.10
H -0.084 2.339 -0.756 0.48 -0.28 -0.18
H -0.171 2.044 1.986 0.01 -0.09 -0.12
C 1.233 -2.498 -0.485 0.56 -0.50 -0.36
C 1.135 -1.202 -0.694 -2.88 0.59 1.18
C 2.101 -0.126 -0.697 -0.82 2.73 0.75
H 0.367 -3.139 -0.464 -0.18 -0.01 0.20
H 2.193 -2.993 -0.406 0.12 -0.08 -0.10
H 0.066 -0.740 -0.553 1.93 -1.39 -0.97
H 2.972 -0.291 -0.064 0.03 0.13 -0.09
H 2.384 0.212 -1.693 0.21 -0.17 -0.13
H 1.409 0.844 -0.283 2.42 -2.41 -0.91
```
Positions in Å, forces in eV/Å.

The value obtained for the total energy is -9967.272 eV. Its LUMO energy is 0.745 eV. The charge is 0. For the relative energy (zero: lowest compared OMol25 entry of this formula, charge and spin), the calculation gives 90.0 kcal per mole. The SMILES is C/C(N)=C\O.C=CC. The frontier orbital gap is 8.39 eV.

---

C5H9P | ωB97M-V/def2-TZVPD

The geometry in XYZ format:
```
15
Properties=species:S:1:pos:R:3:forces:R:3
C 2.663 0.584 -0.180 -0.54 3.93 -1.79
C 1.349 0.494 0.152 0.61 -2.10 1.84
C 0.110 1.350 -0.130 -0.36 1.27 -2.13
P -2.032 1.123 -0.267 1.84 -2.23 0.57
C -2.382 -0.562 -0.080 1.47 3.02 -0.20
C -1.339 -1.559 0.151 -2.91 -5.10 -0.56
H 3.211 1.427 -0.874 -2.05 -2.03 1.30
H 3.410 0.235 0.475 0.50 -1.41 0.49
H 1.249 -0.346 0.959 -0.19 1.72 -1.26
H 0.204 2.198 0.604 -0.38 -0.66 -0.74
H 0.259 1.804 -1.200 -0.24 -0.49 1.94
H -3.404 -0.867 -0.098 -0.65 -0.14 -0.11
H -0.391 -1.205 0.169 2.60 1.13 0.63
H -1.620 -2.299 1.001 0.70 1.59 -0.81
H -1.286 -2.377 -0.683 -0.40 1.50 0.83
```
Positions in Å, forces in eV/Å.

The value obtained for the total energy is -14615.588 eV. Its LUMO energy is 0.336 eV. The charge is 0. For the relative energy (zero: lowest compared OMol25 entry of this formula, charge and spin), the calculation gives 63.0 kcal per mole. The SMILES is C=CC/P=C\C. The frontier orbital gap is 9.29 eV.

---

C23H20N3O2Sn | ωB97M-V/def2-TZVPD

The geometry in XYZ format:
```
49
Properties=species:S:1:pos:R:3:forces:R:3
Sn 0.792 0.547 0.151 0.97 0.14 -5.38
C -1.967 3.891 0.923 -0.96 0.90 -0.75
O -1.276 3.553 2.120 1.20 -0.90 -0.28
C -0.473 2.543 1.729 -0.24 0.60 0.72
N -0.321 2.251 0.473 -3.23 3.33 2.85
C -1.131 3.285 -0.206 -0.17 0.19 -1.20
C -1.936 2.757 -1.378 -0.19 -0.39 -0.61
C -3.026 3.475 -1.897 0.11 -0.25 0.02
C -3.742 2.993 -2.997 0.28 -0.06 0.19
C -3.368 1.797 -3.606 0.07 0.02 0.08
C -2.276 1.085 -3.119 0.04 0.28 0.24
C -1.564 1.563 -2.018 -0.28 0.25 0.05
C 0.187 1.755 2.760 -0.40 0.54 -0.61
C 0.155 1.925 4.128 0.37 -0.46 0.39
C 0.836 0.976 4.903 -0.01 -0.01 -0.16
C 1.496 -0.097 4.285 -0.29 0.51 0.26
C 1.453 -0.154 2.907 0.37 -0.63 -0.40
N 0.828 0.755 2.160 0.17 0.07 2.82
C 2.000 -1.184 2.029 0.43 -0.39 0.80
N 1.912 -1.094 0.737 1.40 -3.62 3.57
C 2.585 -2.323 0.268 0.20 -0.39 -1.14
C 2.699 -3.178 1.532 0.50 -1.31 -0.52
O 2.562 -2.263 2.614 -0.32 1.41 -0.48
C 1.876 -3.000 -0.890 -0.39 -0.09 -0.64
C 0.985 -2.279 -1.701 0.11 -0.33 0.10
C 0.353 -2.883 -2.790 0.25 -0.04 0.27
C 0.609 -4.217 -3.092 0.04 0.07 0.08
C 1.504 -4.944 -2.311 0.04 0.30 0.16
C 2.141 -4.339 -1.224 -0.19 0.20 -0.02
H -2.042 4.979 0.833 0.05 -0.25 0.17
H -2.979 3.475 0.988 0.18 -0.05 -0.12
H -0.437 4.042 -0.598 0.02 -0.11 0.11
H -3.330 4.421 -1.456 0.05 -0.10 0.01
H -4.588 3.555 -3.382 0.16 -0.06 0.10
H -3.923 1.424 -4.462 0.07 0.07 0.14
H -1.972 0.156 -3.595 -0.05 0.14 0.07
H -0.708 0.995 -1.655 -0.41 0.23 -0.40
H -0.381 2.750 4.582 0.04 -0.08 -0.12
H 0.839 1.063 5.987 0.00 -0.02 -0.23
H 2.010 -0.855 4.865 -0.05 0.06 -0.14
H 3.587 -2.039 -0.078 -0.10 0.08 0.09
H 3.669 -3.682 1.594 -0.22 0.16 0.13
H 1.908 -3.931 1.624 0.03 0.17 -0.14
H 0.777 -1.232 -1.484 0.08 -0.48 -0.31
H -0.336 -2.306 -3.400 0.11 -0.09 0.09
H 0.116 -4.687 -3.938 0.08 0.05 0.14
H 1.712 -5.984 -2.552 0.00 0.18 0.08
H 2.849 -4.927 -0.645 -0.07 0.09 0.00
H -0.665 -0.415 0.277 0.14 0.08 -0.09
```
Positions in Å, forces in eV/Å.

The value obtained for the total energy is -38564.387 eV. Its LUMO energy (alpha / beta) is -4.192 / -4.192 eV. The charge is +1. The frontier orbital gap (alpha / beta) is 5.77 / 5.77 eV.

---

C4H8NOS | ωB97M-V/def2-TZVPD

The geometry in XYZ format:
```
15
Properties=species:S:1:pos:R:3:forces:R:3
C 0.984 1.222 -0.014 0.42 0.37 -0.60
C -1.573 1.010 -0.391 -3.51 2.05 -1.26
S -2.654 -0.224 0.047 0.22 1.26 -0.06
C 1.967 0.251 -0.181 -0.54 -0.20 -0.32
N 1.428 -1.029 0.174 -0.82 -1.89 0.05
C -0.023 -1.319 0.705 1.03 0.67 -1.14
O 3.211 0.368 -0.562 -3.09 -0.36 1.58
H -0.220 0.925 -0.038 2.11 0.31 0.48
H 1.329 2.231 0.089 -0.91 0.81 -0.39
H -1.774 2.058 -0.064 0.57 -0.96 1.11
H -1.512 1.236 -1.457 0.98 -1.06 -0.20
H 2.166 -1.418 0.738 -0.17 -0.80 0.10
H -0.891 -1.310 -0.093 2.71 -0.29 1.15
H -0.346 -0.556 1.445 0.39 -0.37 -0.21
H -0.108 -2.315 1.183 0.63 0.44 -0.30
```
Positions in Å, forces in eV/Å.

The value obtained for the total energy is -18646.607 eV. Its LUMO energy is 2.666 eV. The charge is -1. For the relative energy (zero: lowest compared OMol25 entry of this formula, charge and spin), the calculation gives 129.2 kcal per mole. The frontier orbital gap is 5.69 eV.

---

C4H10N2 | ωB97M-V/def2-TZVPD

The geometry in XYZ format:
```
16
Properties=species:S:1:pos:R:3:forces:R:3
H -3.115 0.547 -3.248 -1.36 0.04 -0.72
N -2.501 0.132 -2.598 0.90 -0.11 0.53
C -2.632 0.623 -1.435 1.37 0.69 0.24
N -1.508 0.403 -0.571 -2.47 1.39 1.30
H -3.533 1.301 -1.186 1.71 -1.02 0.43
H -0.689 0.110 -1.078 0.00 0.08 0.18
H -1.406 0.927 0.342 -0.14 -1.09 -1.93
C 0.756 -0.640 2.101 0.47 -0.73 -2.11
C 1.843 -0.088 1.522 -2.26 -1.04 1.06
C 2.300 -0.588 0.141 2.28 4.48 1.45
H 0.071 -0.213 2.798 0.36 0.18 1.10
H 0.413 -1.570 1.621 -0.33 0.53 0.15
H 2.305 0.705 2.133 0.12 0.05 -1.19
H 3.142 0.167 0.047 -0.45 -0.78 -0.74
H 1.704 -0.354 -0.738 -0.54 -0.54 0.40
H 2.852 -1.465 0.149 0.32 -2.13 -0.13
```
Positions in Å, forces in eV/Å.

The value obtained for the total energy is -7288.008 eV. Its LUMO energy is 1.012 eV. The charge is 0. For the relative energy (zero: lowest compared OMol25 entry of this formula, charge and spin), the calculation gives 60.2 kcal per mole. The SMILES is [H]/N=C/N.C=CC. The frontier orbital gap is 10.09 eV.

---

C6H13N3P | ωB97M-V/def2-TZVPD

The geometry in XYZ format:
```
23
Properties=species:S:1:pos:R:3:forces:R:3
C -0.695 0.863 1.292 0.14 -0.26 0.67
C -0.435 -1.484 0.386 -0.89 -0.29 0.91
C -1.258 0.255 -0.977 1.02 2.86 2.00
C 0.477 2.040 -0.443 2.78 -0.73 1.92
C 1.049 -0.604 -1.417 0.88 -0.58 0.76
C 0.034 -0.468 1.382 0.56 -1.11 3.28
N 1.484 -0.383 1.289 0.52 -0.14 0.95
N -0.653 1.331 -0.054 -2.65 -0.81 -1.74
N -0.359 -0.906 -0.969 0.31 -1.35 -0.61
P 2.134 0.298 -0.093 -1.13 2.22 -1.19
H -1.765 0.757 1.590 0.76 0.06 0.13
H -0.139 1.533 1.972 -0.62 0.00 -0.33
H 0.234 -2.363 0.272 -0.91 0.14 1.03
H -1.528 -1.592 0.673 1.22 -0.99 -0.89
H -2.137 -0.130 -0.440 -0.24 0.69 -0.83
H -1.399 0.738 -1.939 -0.16 -0.53 -0.22
H 0.628 2.044 -1.469 0.06 0.29 -1.92
H 0.674 3.091 0.001 -0.43 -2.11 -0.29
H 1.596 -1.558 -1.648 -0.87 0.69 0.08
H 0.868 -0.039 -2.313 0.62 0.31 -0.50
H -0.213 -0.811 2.454 0.34 0.01 -1.64
H 2.056 -0.904 1.993 -0.80 0.87 -1.19
H -0.654 -1.707 -1.543 -0.49 0.76 -0.39
```
Positions in Å, forces in eV/Å.

The value obtained for the total energy is -20182.845 eV. Its LUMO energy is -3.186 eV. The charge is +1. For the relative energy (zero: lowest compared OMol25 entry of this formula, charge and spin), the calculation gives 0.7 kcal per mole. The frontier orbital gap is 7.91 eV.

---

Repeat the fourth record exactly.
C4H8NOS | ωB97M-V/def2-TZVPD

The geometry in XYZ format:
```
15
Properties=species:S:1:pos:R:3:forces:R:3
C 0.984 1.222 -0.014 0.42 0.37 -0.60
C -1.573 1.010 -0.391 -3.51 2.05 -1.26
S -2.654 -0.224 0.047 0.22 1.26 -0.06
C 1.967 0.251 -0.181 -0.54 -0.20 -0.32
N 1.428 -1.029 0.174 -0.82 -1.89 0.05
C -0.023 -1.319 0.705 1.03 0.67 -1.14
O 3.211 0.368 -0.562 -3.09 -0.36 1.58
H -0.220 0.925 -0.038 2.11 0.31 0.48
H 1.329 2.231 0.089 -0.91 0.81 -0.39
H -1.774 2.058 -0.064 0.57 -0.96 1.11
H -1.512 1.236 -1.457 0.98 -1.06 -0.20
H 2.166 -1.418 0.738 -0.17 -0.80 0.10
H -0.891 -1.310 -0.093 2.71 -0.29 1.15
H -0.346 -0.556 1.445 0.39 -0.37 -0.21
H -0.108 -2.315 1.183 0.63 0.44 -0.30
```
Positions in Å, forces in eV/Å.

The value obtained for the total energy is -18646.607 eV. Its LUMO energy is 2.666 eV. The charge is -1. For the relative energy (zero: lowest compared OMol25 entry of this formula, charge and spin), the calculation gives 129.2 kcal per mole. The frontier orbital gap is 5.69 eV.